Record 1
# C8H12N

An isolated ion of composition C8H12N and charge +1 at a distorted geometry (ωB97M-V with the def2-TZVPD basis set, the Open Molecules 2025 dataset).

```
21
Properties=species:S:1:pos:R:3:nbo_charge:R:1
C 0.910 -0.408 -0.208 0.3092
C -1.167 -0.237 1.428 -0.3558
C -2.853 0.463 -0.477 -0.3585
C -0.575 -0.787 -0.086 -0.2784
C -1.816 0.892 0.696 -0.2128
C -1.428 0.330 -0.557 0.4280
C 1.827 -1.338 0.501 -0.6986
C 2.298 1.293 -1.326 -0.4377
N 1.059 0.619 -0.938 -0.3927
H -1.900 -1.001 1.859 0.2575
H -0.324 -0.240 2.098 0.2609
H -3.444 -0.438 -0.442 0.2430
H -3.410 1.233 -0.908 0.2874
H -0.825 -1.782 -0.373 0.2480
H -2.053 1.905 0.994 0.2964
H 1.779 -2.232 -0.129 0.2539
H 1.479 -1.604 1.519 0.2412
H 2.832 -0.958 0.510 0.2467
H 3.030 0.589 -0.924 0.1941
H 2.405 2.254 -0.825 0.2301
H 2.173 1.447 -2.411 0.2381
```

energy relative to the best compared isomer or geometry (same formula, charge and spin)	72.6	kcal/mol
E_HOMO	-13.21	eV
E_LUMO	-5.8	eV
net charge	+1
frontier orbital gap	0.272	hartree

---

Record 2
# C39H59FNO12

A 6-piece molecular cluster, C39H59FNO12 overall at a distorted geometry (ωB97M-V with the def2-TZVPD basis set, the Open Molecules 2025 dataset).

```
112
Properties=species:S:1:pos:R:3:mulliken_spin:R:1
C 0.008 -0.901 -7.472 0.0003
C 0.127 -0.758 -5.925 0.0012
C 1.028 -1.890 -5.451 -0.0005
C 1.205 -2.033 -3.923 -0.0294
F 1.015 -0.842 -3.230 -0.0029
C 2.681 -2.444 -3.671 -0.0007
C 2.968 -2.969 -2.260 0.0317
C 4.404 -3.575 -2.303 0.0240
C 3.063 -1.800 -1.258 0.0052
N 2.055 -4.061 -1.798 0.3377
O 1.595 -3.807 -0.617 0.5622
C 0.963 -4.367 -2.759 0.0534
C 1.393 -5.376 -3.852 0.0109
C -0.128 -5.132 -1.952 -0.0300
C 0.270 -3.118 -3.321 0.0493
O 0.637 0.524 -5.607 -0.0002
C -0.317 1.556 -5.710 -0.0001
C -1.177 1.804 -4.473 0.0006
C -1.543 0.863 -3.546 -0.0024
C -2.337 1.139 -2.458 0.0000
C -2.815 2.430 -2.316 0.0000
C -2.459 3.387 -3.237 0.0000
C -1.649 3.082 -4.295 0.0000
H -0.284 0.034 -7.952 0.0000
H -0.687 -1.698 -7.744 0.0000
H 1.015 -1.125 -7.840 0.0000
H -0.899 -0.891 -5.555 0.0004
H 0.578 -2.822 -5.808 0.0001
H 2.001 -1.833 -5.950 0.0015
H 2.949 -3.144 -4.468 0.0022
H 3.266 -1.529 -3.795 0.0017
H 5.077 -2.806 -2.687 0.0009
H 4.705 -3.940 -1.321 -0.0088
H 4.372 -4.411 -3.011 0.0026
H 3.622 -1.017 -1.779 0.0004
H 3.652 -2.082 -0.387 -0.0016
H 2.091 -1.371 -1.018 -0.0005
H 1.275 -6.405 -3.513 -0.0023
H 2.435 -5.235 -4.157 -0.0090
H 0.774 -5.205 -4.737 0.0008
H -0.751 -4.469 -1.355 0.0035
H 0.382 -5.889 -1.352 0.0000
H -0.729 -5.676 -2.688 -0.0003
H -0.266 -2.656 -2.482 0.0008
H -0.511 -3.393 -4.035 -0.0047
H -0.988 1.454 -6.575 0.0000
H 0.249 2.478 -5.875 0.0000
H -1.206 -0.162 -3.643 0.0021
H -2.584 0.371 -1.734 -0.0001
H -3.469 2.665 -1.483 0.0000
H -2.867 4.382 -3.088 0.0000
H -1.390 3.878 -4.990 0.0000
O 4.262 1.168 0.257 0.0001
C 3.865 1.074 1.382 0.0000
O 4.639 1.333 2.466 0.0000
C 3.913 1.024 3.671 0.0000
C 2.447 1.081 3.280 0.0000
C 2.488 0.621 1.825 0.0001
H 4.216 0.031 4.012 0.0000
H 4.165 1.751 4.441 0.0000
H 1.809 0.475 3.918 0.0000
H 2.092 2.105 3.331 0.0000
H 2.428 -0.465 1.735 0.0000
H 1.715 1.092 1.223 0.0000
O 1.226 2.573 5.418 0.0000
C 1.252 3.770 5.470 0.0000
O 2.041 4.454 6.328 0.0000
C 1.770 5.868 6.228 0.0000
C 1.150 6.056 4.854 0.0000
C 0.414 4.735 4.654 0.0000
H 1.090 6.148 7.032 0.0000
H 2.696 6.424 6.343 0.0000
H 0.514 6.935 4.790 0.0000
H 1.936 6.155 4.103 0.0000
H -0.595 4.760 5.069 0.0000
H 0.385 4.433 3.610 0.0000
O -5.972 1.281 -0.931 0.0000
C -5.921 0.193 -1.418 0.0000
O -5.181 -0.821 -0.894 0.0000
C -5.229 -1.963 -1.765 -0.0001
C -6.493 -1.784 -2.592 0.0000
C -6.592 -0.266 -2.698 0.0000
H -4.326 -1.967 -2.381 0.0001
H -5.248 -2.871 -1.166 0.0000
H -6.453 -2.295 -3.553 0.0000
H -7.352 -2.171 -2.042 0.0000
H -6.029 0.124 -3.547 0.0000
H -7.623 0.075 -2.737 0.0000
O 0.673 9.030 6.546 0.0000
C 0.919 9.071 7.717 0.0000
O 1.861 8.289 8.299 0.0000
C 1.848 8.485 9.724 0.0000
C 1.210 9.850 9.934 0.0000
C 0.236 9.929 8.763 0.0000
H 1.266 7.680 10.179 0.0000
H 2.866 8.440 10.103 0.0000
H 0.742 9.960 10.910 0.0000
H 1.966 10.631 9.834 0.0000
H -0.731 9.484 9.004 0.0000
H 0.104 10.945 8.403 0.0000
O -2.449 -7.995 -1.465 0.0000
C -2.228 -7.948 -0.291 0.0001
O -1.314 -8.731 0.333 0.0000
C -1.366 -8.509 1.752 0.0000
C -1.991 -7.133 1.920 0.0001
C -2.931 -7.063 0.720 0.0000
H -1.970 -9.299 2.204 0.0000
H -0.359 -8.561 2.160 0.0000
H -2.486 -6.999 2.880 0.0000
H -1.222 -6.364 1.828 -0.0001
H -3.910 -7.490 0.940 0.0000
H -3.035 -6.050 0.341 0.0000
```

E_HOMO (alpha / beta)	-8.41 / -8.87	eV
expectation value of S²	0.75
E_LUMO (alpha / beta)	0.4 / 0.4	eV
multiplicity	2
frontier orbital gap (alpha / beta)	0.326 / 0.340	hartree

---

Record 3
# C16H32O4

A 4-piece molecular cluster, C16H32O4 overall at a distorted geometry (ωB97M-V with the def2-TZVPD basis set, the Open Molecules 2025 dataset).

```
52
Properties=species:S:1:pos:R:3:nbo_charge:R:1
C 1.317 0.771 6.926 -0.4294
C 1.752 2.225 6.753 -0.4270
C 0.547 2.978 7.372 -0.0712
O -0.531 2.027 7.231 -0.5469
C -0.128 0.821 6.586 -0.0722
H 1.667 0.537 7.932 0.2103
H 1.841 0.099 6.247 0.2089
H 1.997 2.423 5.710 0.2008
H 2.635 2.452 7.350 0.2080
H 0.353 4.014 7.092 0.1905
H 0.778 3.043 8.435 0.1611
H -0.348 0.906 5.522 0.1734
H -0.558 -0.044 7.091 0.1938
C -2.532 5.659 -4.501 -0.4367
C -3.132 7.070 -4.402 -0.4365
C -4.012 7.083 -5.632 -0.0682
O -4.552 5.792 -5.694 -0.5343
C -3.654 4.817 -5.144 -0.0618
H -2.316 5.161 -3.555 0.2141
H -1.708 5.506 -5.197 0.2026
H -2.379 7.817 -4.153 0.2222
H -3.695 7.087 -3.469 0.1999
H -3.335 7.266 -6.467 0.1552
H -4.729 7.892 -5.488 0.1936
H -3.224 4.320 -6.013 0.1663
H -4.183 4.104 -4.512 0.1832
C -2.019 -2.086 -1.676 -0.4329
C -1.123 -1.086 -0.958 -0.4181
C -0.698 -0.190 -2.084 -0.0846
O -1.856 -0.115 -2.956 -0.5208
C -2.639 -1.250 -2.719 -0.0847
H -2.791 -2.532 -1.048 0.2155
H -1.338 -2.857 -2.035 0.2003
H -0.313 -1.586 -0.427 0.2133
H -1.706 -0.563 -0.200 0.1985
H 0.146 -0.624 -2.620 0.1711
H -0.474 0.718 -1.524 0.1944
H -2.597 -1.796 -3.661 0.1678
H -3.721 -1.164 -2.627 0.1806
C 3.437 -5.873 -0.065 -0.4397
C 3.308 -7.365 -0.102 -0.4350
C 4.625 -7.780 -0.573 -0.0712
O 5.577 -6.817 -0.151 -0.5357
C 4.902 -5.599 0.288 -0.0686
H 2.801 -5.403 0.685 0.2128
H 3.017 -5.462 -0.983 0.2111
H 2.535 -7.693 -0.797 0.2196
H 3.084 -7.831 0.858 0.2050
H 4.807 -7.884 -1.642 0.1671
H 4.748 -8.816 -0.256 0.1785
H 5.333 -4.677 -0.102 0.1865
H 5.088 -5.498 1.358 0.1696
```

energy relative to the best compared isomer or geometry (same formula, charge and spin)	52.5	kcal/mol
E_HOMO	-9.47	eV
E_LUMO	0.6	eV
SMILES	C1CCOC1.C1CCOC1.C1CCOC1.C1CCOC1
frontier orbital gap	0.369	hartree